The following is a quantum chemistry calculation of a 14-piece molecular cluster, C35H105N21O14 overall at a distorted geometry, from the OMol25 dataset.

Last column: Löwdin charge in e.
CARTESIAN COORDINATES (ANGSTROEM)
C1 -5.579 -6.768 -7.131  -0.81
O1 -6.567 -7.056 -7.747  0.06
N1 -5.071 -5.586 -7.038  0.14
N2 -4.897 -7.479 -6.265  0.15
H1 -5.727 -4.935 -7.445  0.13
H2 -4.149 -5.379 -6.681  0.12
H3 -4.109 -6.952 -5.918  0.09
H4 -4.753 -8.479 -6.250  0.11
C2 -7.516 1.238 1.413  -0.76
O2 -7.932 0.911 0.337  0.05
N3 -8.038 0.767 2.505  0.14
N4 -6.384 1.895 1.800  0.14
H5 -8.917 0.271 2.466  0.12
H6 -7.660 1.206 3.333  0.11
H7 -6.034 1.819 2.744  0.10
H8 -5.718 2.158 1.087  0.10
C3 -3.555 1.934 -9.202  -0.81
O3 -3.720 2.609 -10.179  0.03
N5 -2.562 1.134 -8.974  0.18
N6 -4.398 2.173 -8.218  0.15
H9 -1.902 0.988 -9.724  0.12
H10 -2.479 0.717 -8.057  0.11
H11 -4.201 1.716 -7.339  0.10
H12 -5.127 2.861 -8.342  0.12
C4 -1.731 5.594 5.718  -0.83
O4 -2.921 5.612 5.489  0.02
N7 -1.094 4.502 5.953  0.18
N8 -1.051 6.687 5.635  0.16
H13 -1.554 3.607 6.048  0.13
H14 -0.092 4.588 6.051  0.11
H15 -1.624 7.518 5.606  0.12
H16 -0.155 6.678 6.101  0.11
C5 0.357 -6.591 -4.483  -0.85
O5 -0.601 -5.877 -4.774  0.01
N9 0.222 -7.768 -4.063  0.17
N10 1.580 -6.292 -4.631  0.18
H17 -0.671 -8.226 -3.952  0.13
H18 0.975 -8.424 -4.216  0.12
H19 1.678 -5.369 -5.028  0.13
H20 2.318 -6.981 -4.606  0.12
C6 -9.018 -1.193 -5.228  -0.84
O6 -9.135 -1.536 -6.337  0.09
N11 -9.370 -1.860 -4.150  0.15
N12 -8.583 -0.021 -4.860  0.15
H21 -9.621 -1.330 -3.328  0.11
H22 -9.657 -2.821 -4.274  0.12
H23 -8.169 0.575 -5.563  0.12
H24 -8.601 0.148 -3.865  0.11
C7 -2.415 -1.673 5.283  -0.81
O7 -2.851 -0.563 5.433  0.03
N13 -1.351 -2.039 5.939  0.16
N14 -3.046 -2.641 4.657  0.17
H25 -0.911 -2.881 5.595  0.10
H26 -0.888 -1.234 6.336  0.12
H27 -3.924 -2.498 4.177  0.12
H28 -2.479 -3.467 4.536  0.10
C8 5.585 3.048 5.566  -0.07
C9 5.477 3.076 7.113  -0.44
C10 6.771 2.763 7.933  -0.19
O8 7.120 1.407 7.766  -0.18
C11 8.247 0.930 8.488  -0.10
N15 4.974 4.386 7.455  0.02
H29 6.319 3.804 5.287  0.07
H30 4.694 3.384 5.035  0.07
H31 5.938 2.108 5.143  0.07
H32 4.597 2.460 7.296  0.13
H33 6.384 2.952 8.934  0.12
H34 7.540 3.473 7.630  0.13
H35 8.907 1.773 8.696  0.07
H36 8.728 0.116 7.945  0.09
H37 8.064 0.795 9.554  0.08
H38 4.901 4.285 8.457  0.06
H39 5.740 5.037 7.354  0.07
C12 2.489 -4.733 2.054  -0.07
C13 2.374 -5.856 3.105  -0.42
C14 3.414 -5.752 4.260  -0.18
O9 4.796 -5.690 3.798  -0.20
C15 5.271 -4.319 3.882  -0.08
N16 1.000 -5.742 3.555  0.01
H40 3.462 -4.640 1.572  0.07
H41 2.103 -3.755 2.342  0.08
H42 1.777 -4.994 1.271  0.07
H43 2.470 -6.802 2.573  0.13
H44 3.415 -6.594 4.951  0.12
H45 3.133 -4.933 4.922  0.11
H46 4.890 -3.790 4.756  0.08
H47 4.856 -3.886 2.972  0.07
H48 6.350 -4.435 3.988  0.09
H49 0.818 -6.568 4.107  0.07
H50 0.340 -6.009 2.839  0.07
C16 9.096 8.572 3.800  -0.08
C17 7.716 9.051 3.427  -0.45
C18 7.059 8.602 2.095  -0.22
O10 5.963 9.352 1.783  -0.18
C19 4.718 8.831 2.068  -0.11
N17 6.938 8.600 4.527  0.03
H51 9.408 8.829 4.812  0.08
H52 9.888 8.960 3.159  0.07
H53 9.133 7.499 3.614  0.08
H54 7.719 10.139 3.498  0.14
H55 6.866 7.530 2.125  0.13
H56 7.776 8.824 1.305  0.13
H57 4.597 8.010 1.361  0.10
H58 3.923 9.574 2.010  0.10
H59 4.749 8.476 3.098  0.07
H60 6.429 9.451 4.721  0.08
H61 6.233 7.958 4.193  0.05
C20 4.820 -0.434 -3.284  -0.07
C21 5.738 -0.476 -4.531  -0.42
C22 5.144 -0.391 -5.970  -0.17
O11 4.342 -1.554 -6.247  -0.22
C23 3.657 -1.634 -7.488  -0.10
N18 6.671 0.613 -4.275  0.01
H62 4.131 -1.245 -3.048  0.06
H63 4.111 0.385 -3.399  0.07
H64 5.279 -0.341 -2.300  0.07
H65 6.322 -1.396 -4.490  0.12
H66 5.922 -0.320 -6.731  0.12
H67 4.542 0.517 -5.959  0.12
H68 3.100 -0.699 -7.542  0.08
H69 3.099 -2.569 -7.545  0.09
H70 4.403 -1.544 -8.277  0.08
H71 7.244 0.553 -5.104  0.06
H72 7.258 0.378 -3.488  0.07
C24 -3.101 -1.149 -1.501  -0.08
C25 -2.655 0.003 -2.350  -0.44
C26 -1.381 0.716 -1.891  -0.18
O12 -1.597 1.671 -0.829  -0.20
C27 -0.477 2.210 -0.193  -0.12
N19 -2.573 -0.519 -3.718  0.03
H73 -2.300 -1.864 -1.312  0.08
H74 -3.974 -1.692 -1.861  0.08
H75 -3.367 -0.703 -0.542  0.08
H76 -3.459 0.739 -2.344  0.14
H77 -0.702 0.919 -2.719  0.12
H78 -0.737 -0.020 -1.411  0.11
H79 -0.719 3.033 0.479  0.09
H80 -0.013 2.805 -0.980  0.08
H81 0.172 1.433 0.211  0.09
H82 -2.274 -1.454 -3.479  0.05
H83 -3.518 -0.755 -3.984  0.06
C28 -5.034 -9.987 0.354  -0.07
C29 -3.827 -9.719 1.265  -0.43
C30 -2.983 -10.939 1.649  -0.23
O13 -3.682 -11.789 2.550  -0.20
C31 -2.925 -13.046 2.857  -0.05
N20 -2.982 -8.717 0.611  0.03
H84 -5.399 -11.014 0.323  0.07
H85 -4.714 -9.864 -0.680  0.06
H86 -5.897 -9.323 0.408  0.08
H87 -4.322 -9.379 2.175  0.13
H88 -2.081 -10.596 2.157  0.12
H89 -2.730 -11.520 0.762  0.12
H90 -2.419 -13.368 1.948  0.07
H91 -3.542 -13.864 3.230  0.08
H92 -2.193 -12.864 3.644  0.08
H93 -3.514 -8.162 -0.044  0.06
H94 -2.451 -9.359 0.039  0.06
C32 -3.982 7.481 -3.889  -0.04
C33 -3.530 8.019 -2.503  -0.47
C34 -3.440 9.500 -2.462  -0.19
O14 -2.396 9.979 -3.350  -0.18
C35 -1.087 10.006 -2.818  -0.13
N21 -4.428 7.617 -1.463  0.03
H95 -5.020 7.720 -4.118  0.08
H96 -3.973 6.393 -3.951  0.07
H97 -3.378 7.854 -4.716  0.07
H98 -2.542 7.609 -2.295  0.13
H99 -3.246 9.861 -1.452  0.12
H100 -4.377 9.973 -2.758  0.13
H101 -0.927 10.721 -2.011  0.08
H102 -0.427 10.403 -3.590  0.09
H103 -0.697 9.059 -2.447  0.08
H104 -4.548 6.619 -1.361  0.07
H105 -4.192 7.932 -0.533  0.07

Computed properties:
**Max |F|**: 8.5 eV/Å
**Kohn-Sham gap**: 8.891 eV
**HOMO level**: -9.04 eV
**Calculated total energy**: -97948.3212 eV
**ΔE to the lowest compared entry with this formula, charge and spin**: 243.6 kcal/mol